Entry from the Open Molecules 2025 dataset: an isolated molecule of C20H34N2O4 (the ωB97M-V functional and the def2-TZVPD basis).

The geometry in XYZ format:
```
60
Properties=species:S:1:pos:R:3:forces:R:3
C 0.91649 -3.56521 -5.10924 -0.08 -0.20 0.24
H 0.31313 -4.01023 -5.89724 -0.04 -0.02 -0.14
H 0.91791 -2.48590 -5.24763 0.01 0.15 -0.04
H 1.93783 -3.92565 -5.21329 0.12 -0.01 -0.07
C 0.35614 -3.92401 -3.73602 0.05 0.38 -0.21
C -1.08318 -3.43153 -3.58607 0.05 -0.40 0.13
C -1.65437 -3.78591 -2.21631 -0.13 0.28 -0.01
H -2.66729 -3.39096 -2.12971 0.02 -0.10 0.04
C -0.79165 -3.18789 -1.09892 -0.23 -0.25 0.01
C -0.99255 -1.67184 -1.07652 0.23 -0.25 0.10
O -2.07859 -1.16651 -1.29536 -0.41 0.12 -0.13
N 0.08536 -0.92351 -0.77212 0.39 0.18 0.25
H 0.96120 -1.32706 -0.47210 -0.13 -0.10 -0.03
C -0.00304 0.50650 -0.57238 -0.20 -0.07 -0.25
C 0.88826 0.81951 0.62989 -0.27 0.07 -0.17
O 1.88131 0.13479 0.82469 0.25 -0.28 -0.03
N 0.58656 1.86985 1.42312 0.20 0.15 0.09
C -0.66915 2.57916 1.50536 -0.49 -0.03 0.00
H -0.45068 3.64757 1.60471 -0.05 -0.05 -0.14
C -1.44952 2.12313 2.74005 0.22 0.27 0.29
H -2.38025 2.68551 2.81819 -0.05 0.00 0.05
H -1.68402 1.06022 2.67441 -0.01 -0.04 -0.04
C -0.61282 2.35350 4.00893 0.14 -0.54 -0.44
C 0.75159 1.66468 3.85799 -0.31 0.38 -0.01
C 1.43298 2.12944 2.57321 0.37 -0.18 0.24
H 1.61867 3.20620 2.62889 0.04 -0.05 -0.02
H 2.37359 1.59685 2.42768 -0.11 0.18 0.03
H 0.58894 0.58723 3.83659 0.04 -0.06 -0.01
H 1.37319 1.90595 4.72044 -0.01 0.00 0.07
O -0.46139 3.75204 4.20790 -0.03 -0.08 -0.33
C -0.77543 4.04308 5.55069 -0.04 -0.16 0.48
H -1.22021 5.03698 5.59296 0.02 -0.05 0.06
C -1.73730 2.91478 5.92666 -0.13 0.43 -0.03
H -1.69696 2.63049 6.97760 -0.03 0.07 -0.03
O -1.26555 1.83334 5.15430 0.19 -0.12 -0.13
H -2.76922 3.16561 5.64625 0.08 0.00 0.08
H 0.12973 4.01185 6.17225 -0.11 0.04 -0.03
H -1.26654 2.42603 0.61081 0.09 0.10 0.02
H -1.05843 0.73036 -0.39336 0.17 0.00 0.01
C 0.45691 1.25281 -1.85215 0.09 0.13 0.14
C 1.92877 0.99067 -2.15965 -0.23 -0.01 -0.02
H 2.56453 1.39321 -1.37503 0.13 0.04 0.06
H 2.12618 -0.07467 -2.24234 0.10 -0.11 -0.01
H 2.20076 1.46285 -3.10122 0.04 0.03 -0.09
C 0.19288 2.75246 -1.76489 -0.05 -0.24 -0.11
H 0.75185 3.19617 -0.94438 0.06 0.12 0.09
H -0.86611 2.95613 -1.62466 -0.12 0.09 0.04
H 0.50660 3.23263 -2.68910 0.02 0.10 -0.06
H -0.15004 0.84115 -2.66677 -0.01 -0.03 0.12
C 0.64896 -3.67723 -1.25215 0.04 0.27 0.00
C 1.21473 -3.32085 -2.62401 -0.04 -0.42 0.00
H 1.23696 -2.23631 -2.74687 0.07 0.07 -0.06
H 2.24012 -3.68966 -2.70521 0.05 0.07 -0.03
H 1.28997 -3.28791 -0.45760 0.03 -0.08 0.06
H 0.64370 -4.76593 -1.14742 0.03 0.01 0.08
H -1.18385 -3.53715 -0.13415 0.02 0.07 -0.06
H -1.69449 -4.87156 -2.10205 0.00 -0.04 0.04
H -1.10974 -2.34698 -3.71174 -0.01 0.11 -0.09
H -1.70735 -3.87278 -4.36619 -0.02 0.07 -0.07
H 0.36393 -5.01548 -3.62976 -0.01 -0.02 0.04
```
Forces are in eV/Å.

- Energy above the lowest of the compared OMol25 structures with the same formula, charge and spin: 0.013 eV
- HOMO energy: -0.341 Ha
- Gap between HOMO and LUMO: 10.03 eV
- E: -1193.0249 Ha
- SMILES string: CC(C)[C@@H](NC(=O)[C@H]1CC[C@@H](C)CC1)C(=O)N1CCC2(CC1)OCCO2
- Net charge: 0

=====

Entry from the Open Molecules 2025 dataset: an isolated molecule of C3H4BN (the ωB97M-V functional and the def2-TZVPD basis).

The geometry in XYZ format:
```
9
Properties=species:S:1:pos:R:3:forces:R:3
B 0.89907 -0.06186 1.18625 -0.68 1.00 -2.66
C 0.47888 0.99072 -1.07697 -0.04 1.76 -2.15
C -1.19381 -0.61146 -0.31441 0.75 0.36 3.37
C -0.11215 0.18962 -0.09646 -0.07 -2.33 2.70
N 0.84440 1.79574 -1.82801 -0.03 -0.91 0.68
H 1.96249 0.49858 0.89630 -0.64 -0.71 1.04
H 0.55607 -0.84345 1.98904 0.19 0.03 0.53
H -1.61600 -0.80053 -1.21301 -1.08 0.08 -3.18
H -1.81895 -1.15737 0.45728 1.61 0.70 -0.33
```
Forces are in eV/Å.

- Energy above the lowest of the compared OMol25 structures with the same formula, charge and spin: 0.894 eV
- HOMO energy: -0.385 Ha
- Gap between HOMO and LUMO: 9.52 eV
- E: -196.2273 Ha
- SMILES string: BC(=C)C#N
- Net charge: 0

=====

Entry from the Open Molecules 2025 dataset: a structure of composition C53H72AsCl2GeNO2PPtSbSi3 (the ωB97M-V functional and the def2-TZVPD basis).

The geometry in XYZ format:
```
138
Properties=species:S:1:pos:R:3:forces:R:3
Pt 0.75316 -0.42834 0.03767 -0.44 -0.43 0.11
C 0.98280 2.61931 -1.45298 0.09 -0.06 -0.06
C 1.87784 3.71036 -2.03556 -0.03 0.08 0.05
As 0.82595 5.19011 -2.84953 -0.09 -0.12 -0.10
C 0.03511 5.91339 -1.22087 0.06 0.04 0.03
C 0.75207 6.03958 -0.03052 -0.06 -0.01 0.00
C 0.16941 6.63348 1.07813 0.02 0.00 -0.01
C -1.12731 7.13186 0.99997 0.01 -0.02 0.03
C -1.84062 7.02272 -0.18219 -0.02 -0.04 -0.05
C -1.26317 6.40572 -1.28721 0.02 0.05 0.02
C 2.31424 6.43922 -2.99313 0.05 0.07 0.03
C 3.57105 6.02574 -3.42683 -0.03 0.03 -0.02
C 4.60190 6.94433 -3.57458 0.00 0.00 0.00
C 4.38287 8.28566 -3.29822 0.00 0.00 0.00
C 3.12881 8.70701 -2.87839 0.02 0.00 -0.01
C 2.09961 7.78957 -2.72717 0.02 -0.02 0.00
P 1.92731 1.29571 -0.62577 0.11 -0.13 0.20
C 3.01085 2.20946 0.50026 0.00 0.05 -0.09
C 4.40018 2.20529 0.39829 0.03 -0.04 -0.01
C 5.16558 3.00102 1.23983 0.01 -0.01 0.01
C 4.55253 3.81380 2.18092 -0.02 -0.02 -0.01
C 3.16642 3.84741 2.26605 0.03 0.00 0.00
C 2.39826 3.05638 1.42833 -0.03 0.02 0.02
C 2.98280 0.50095 -1.88138 -0.03 0.25 -0.23
C 3.93144 -0.46495 -1.47728 -0.14 -0.24 0.10
C 4.76593 -1.06332 -2.42093 0.07 -0.04 -0.08
C 4.65390 -0.71875 -3.76296 -0.01 -0.09 -0.08
C 3.67227 0.16970 -4.16648 0.10 -0.09 -0.01
C 2.83424 0.77367 -3.23106 0.02 0.05 0.16
H 0.32117 2.16177 -2.19415 -0.01 0.00 0.01
H 0.32944 3.02817 -0.67705 0.05 -0.03 0.00
H 2.51311 3.31734 -2.82782 0.03 0.07 0.03
H 2.53682 4.13331 -1.27722 0.00 -0.04 0.02
H 1.78324 5.70655 0.02456 -0.01 0.01 0.01
H 0.73531 6.74079 1.99556 -0.01 0.00 0.00
H -1.57080 7.62000 1.85874 0.00 -0.01 0.00
H -2.84660 7.41723 -0.25009 0.01 0.01 0.00
H -1.82582 6.32173 -2.20979 0.00 -0.01 0.00
H 3.75921 4.98558 -3.66741 0.01 0.00 0.00
H 5.57533 6.61253 -3.91265 0.00 0.00 0.00
H 5.18538 9.00196 -3.41505 -0.01 0.00 0.00
H 2.95069 9.75366 -2.66847 0.00 -0.01 0.00
H 1.12677 8.13195 -2.39409 0.01 0.00 0.01
H 4.90383 1.61176 -0.35338 -0.01 0.00 0.01
H 6.24353 2.99439 1.14646 -0.01 0.00 0.01
H 5.15156 4.43231 2.83567 0.00 0.01 -0.01
H 2.67900 4.50003 2.97850 0.01 0.00 0.00
H 1.31867 3.13253 1.48357 0.00 -0.04 0.00
H 4.10704 -0.63732 -0.41755 0.14 0.17 0.02
H 5.53397 -1.75588 -2.10301 -0.01 -0.03 0.03
H 5.33164 -1.14586 -4.48951 -0.02 -0.03 0.00
H 3.56232 0.41376 -5.21506 0.00 0.00 0.00
H 2.07970 1.46912 -3.57189 0.02 -0.05 0.00
Cl -6.54824 0.49429 0.97332 0.02 0.00 -0.04
C -5.63348 1.95591 1.14609 0.00 -0.02 0.02
C -6.14159 2.97423 1.93355 -0.02 -0.01 0.01
C -5.39287 4.12019 2.15399 0.01 -0.01 -0.02
C -4.13780 4.24447 1.58127 0.00 0.01 0.02
C -3.66407 3.22629 0.77418 0.01 0.03 -0.03
Cl -2.10391 3.41578 0.01627 -0.03 -0.02 0.07
C -4.38713 2.06049 0.52015 -0.01 0.09 -0.01
N -3.86724 1.02877 -0.26063 -0.06 -0.20 0.15
C -4.51148 0.60844 -1.45450 0.01 0.09 -0.07
C -5.25347 1.48788 -2.23200 0.02 0.01 -0.02
C -5.82477 1.05766 -3.41875 -0.01 0.01 -0.01
C -5.64387 -0.24980 -3.84595 0.00 0.01 0.00
C -4.91925 -1.12967 -3.05772 -0.01 -0.04 0.02
C -4.36387 -0.71874 -1.85156 -0.08 -0.02 0.00
C -3.72834 -1.72470 -0.93128 0.02 -0.05 -0.03
C -2.22354 -1.67698 -0.84014 -0.08 -0.04 -0.07
O -1.58340 -2.80889 -0.54372 -0.01 0.17 0.03
O -1.59241 -0.64507 -0.97819 0.17 -0.23 0.29
H -7.11569 2.85004 2.38607 0.01 0.01 0.00
H -5.78599 4.91228 2.77607 0.00 -0.01 0.00
H -3.52986 5.12557 1.73720 -0.01 -0.01 0.00
H -2.86365 1.05638 -0.36976 0.03 0.05 -0.01
H -5.37563 2.51361 -1.90480 0.00 -0.01 0.00
H -6.40475 1.74914 -4.01557 0.00 -0.01 0.00
H -6.08237 -0.58763 -4.77502 0.00 0.00 0.01
H -4.81435 -2.16468 -3.36554 -0.01 0.01 0.00
H -4.05954 -2.72664 -1.20555 0.03 0.04 0.01
H -4.07548 -1.54300 0.09513 0.00 0.02 -0.01
C -0.24944 -0.08338 4.67184 -0.02 -0.06 0.05
Ge -0.77284 -0.69195 2.89690 -0.09 0.13 0.03
C -2.70681 -0.58707 2.66722 -0.03 -0.02 0.00
C -0.12556 -2.52940 2.63478 0.08 -0.05 -0.05
C 0.11027 0.59419 1.65947 -0.03 0.41 -0.14
H -0.68159 -0.73702 5.43129 0.01 0.02 0.01
H -0.61320 0.92930 4.84694 0.01 -0.01 -0.01
H 0.83516 -0.08938 4.78741 -0.01 0.00 -0.01
H -3.18441 -1.54822 2.86296 0.01 0.00 0.02
H -2.98827 -0.25384 1.66796 0.01 -0.02 0.00
H -3.11107 0.13284 3.38062 -0.01 0.01 -0.02
H -0.87925 -3.24439 2.96845 0.01 0.01 0.01
H 0.78137 -2.69486 3.21748 -0.01 0.01 -0.01
H 0.08914 -2.73809 1.58420 -0.02 -0.07 -0.04
H 0.92684 1.06934 2.20183 0.02 -0.03 0.03
H -0.61560 1.37210 1.41324 -0.06 0.08 -0.02
C 4.09162 -4.16576 -3.67362 0.05 -0.02 0.03
Si 2.62050 -4.47071 -2.58842 -0.03 0.02 -0.01
C 1.02383 -4.57143 -3.55232 -0.03 0.00 -0.02
C 2.94217 -5.93815 -1.48924 0.02 -0.02 0.02
Sb 2.23031 -2.48296 -0.85849 0.09 0.32 -0.23
Si -2.18474 -4.41453 -0.38350 0.03 -0.07 -0.05
C -0.60191 -5.36439 -0.12114 0.03 0.03 0.07
C -2.97742 -4.91133 -1.99594 -0.03 -0.04 -0.04
C -3.31906 -4.49835 1.08002 0.00 0.04 0.04
Si 3.72113 -3.05182 1.22681 -0.01 -0.01 -0.04
C 2.97567 -4.57078 2.00310 -0.02 -0.04 -0.01
C 5.43986 -3.36419 0.57915 0.02 -0.05 0.03
C 3.62546 -1.54099 2.30698 -0.01 0.05 0.00
H 4.20102 -5.05214 -4.30753 0.01 0.01 0.02
H 5.01672 -4.04567 -3.10800 -0.01 0.00 -0.02
H 3.95486 -3.31057 -4.32773 0.00 0.09 -0.07
H 1.24445 -4.58629 -4.62216 0.00 0.00 0.01
H 0.35375 -3.73047 -3.36583 0.01 -0.01 0.00
H 0.48571 -5.49108 -3.31460 0.01 0.01 -0.01
H 3.16565 -6.78650 -2.14480 -0.03 0.00 0.02
H 2.09759 -6.21793 -0.86074 -0.01 0.02 0.01
H 3.81559 -5.78391 -0.85374 0.00 -0.02 -0.03
H -0.12565 -5.56265 -1.08261 0.03 0.03 0.01
H -0.78947 -6.32899 0.35652 -0.03 0.00 -0.05
H 0.09680 -4.82547 0.52504 0.00 0.03 0.02
H -2.46216 -5.76908 -2.43315 -0.02 0.00 0.02
H -2.94051 -4.10266 -2.72965 0.02 -0.03 -0.01
H -4.02400 -5.19280 -1.86525 0.01 0.02 -0.01
H -3.31076 -5.50593 1.50268 -0.02 0.01 -0.02
H -4.35138 -4.26105 0.81939 0.01 0.02 0.01
H -3.00164 -3.80981 1.86642 0.00 -0.02 0.00
H 3.21221 -5.46930 1.43231 -0.01 0.00 0.01
H 1.89342 -4.50851 2.12198 0.02 0.02 0.02
H 3.40663 -4.68988 3.00185 0.00 0.00 -0.02
H 5.46286 -4.19569 -0.12838 0.02 0.03 0.01
H 6.09158 -3.62936 1.41714 0.00 0.00 -0.02
H 5.87488 -2.48550 0.10127 0.01 0.03 0.01
H 2.59188 -1.28299 2.54321 0.00 -0.01 0.00
H 4.08398 -0.66521 1.84025 0.00 0.00 0.04
H 4.15590 -1.73275 3.24450 0.01 0.00 -0.02
```
Forces are in eV/Å.

- Energy above the lowest of the compared OMol25 structures with the same formula, charge and spin: 0.000 eV
- HOMO energy: -0.433 Ha
- Gap between HOMO and LUMO: 4.54 eV
- E: -9070.1569 Ha
- Net charge: +2

=====

Entry from the Open Molecules 2025 dataset: an isolated molecule of C5H4S2 (the ωB97M-V functional and the def2-TZVPD basis).

The geometry in XYZ format:
```
11
Properties=species:S:1:pos:R:3:forces:R:3
C -0.47185 1.11616 -0.67638 2.16 0.81 -0.18
C 0.73142 0.46681 -0.94688 -1.30 1.51 -0.25
C -1.26066 0.50580 0.34213 1.42 -4.06 0.76
C 0.99441 -0.61469 -0.06814 4.24 -1.03 -0.44
C -0.07307 -0.87669 0.81638 -4.97 -0.22 1.60
S -2.83459 0.57751 0.69545 0.91 0.31 0.07
S 2.57464 -1.27810 -0.06512 -2.53 0.72 0.13
H -0.75146 2.13552 -0.95079 0.09 -0.47 -0.74
H 1.58106 0.66443 -1.60775 -0.86 0.60 -0.18
H 0.14349 -0.81357 1.93431 -0.29 -0.25 -1.62
H -0.63338 -1.88318 0.52678 1.13 2.08 0.86
```
Forces are in eV/Å.

- Energy above the lowest of the compared OMol25 structures with the same formula, charge and spin: 2.024 eV
- HOMO energy: -0.323 Ha
- Gap between HOMO and LUMO: 6.63 eV
- E: -989.1906 Ha
- SMILES string: S=C1C=CC(=S)C1
- Net charge: 0

=====

Entry from the Open Molecules 2025 dataset: a cluster of 3 separate species, C3H11N3O in total (the ωB97M-V functional and the def2-TZVPD basis).

The geometry in XYZ format:
```
18
Properties=species:S:1:pos:R:3:forces:R:3
C 0.87174 -0.28718 -0.47697 0.21 0.30 -0.15
N 0.98405 -1.73386 -0.25908 -0.02 0.23 -0.04
N 2.15846 0.34091 -0.63385 -0.07 0.07 0.04
C 0.19718 0.39039 0.72644 -2.07 -1.76 0.81
O 0.77326 0.48756 1.79479 0.02 0.60 -0.78
H 0.28889 -0.14235 -1.39225 0.03 0.03 0.17
H 0.08260 -2.19627 -0.26781 0.00 -0.02 0.08
H 2.59128 0.45101 0.27928 0.07 -0.08 -0.15
H 1.45067 -1.91631 0.62472 -0.15 0.00 -0.02
H 2.74402 -0.21737 -1.24320 0.03 0.04 0.12
H 0.42819 2.28321 -0.22702 -2.63 1.61 0.19
C -2.15314 -0.17681 -0.11896 0.22 -0.12 -0.30
N -1.21139 0.62080 0.65464 0.73 -0.85 1.04
H -1.55788 0.73034 1.60472 0.27 0.23 -0.13
H -0.38793 2.52058 -0.08321 3.19 -0.49 -0.73
H -2.31246 -1.19382 0.25211 0.24 -0.08 0.16
H -1.81410 -0.25819 -1.14873 -0.20 0.11 -0.11
H -3.13344 0.29735 -0.08560 0.11 0.19 -0.20
```
Forces are in eV/Å.

- Energy above the lowest of the compared OMol25 structures with the same formula, charge and spin: 2.085 eV
- HOMO energy: -0.345 Ha
- Gap between HOMO and LUMO: 10.20 eV
- E: -360.3608 Ha
- Net charge: 0